Computed, not measured: 2 unconnected molecules or ions with the total composition C5H12NO2, with wB97M-V/def2-TZVPD.

ΔE to the lowest compared entry with this formula, charge and spin ... 21.5 kcal per mole
Charge ... +1
Electronic energy ... -10957.687 eV

Each line ends with the Löwdin charge.
Geometry (Å):
O (1.81435, 0.43262, -0.17446)  0.042
C (1.55230, 1.01278, 0.85536)  -0.162
C (0.25054, 0.82366, 1.57660)  -0.115
C (-0.90465, 0.49930, 0.64111)  -0.137
C (-0.92509, -0.95680, 0.26993)  -0.276
C (-1.61197, -1.94008, 0.79000)  0.110
N (0.01592, -1.31981, -0.84967)  0.225
H (2.28924, 1.68204, 1.31232)  0.142
H (-0.01219, 1.70885, 2.13951)  0.125
H (0.34472, 0.02974, 2.30014)  0.133
H (-1.87955, 0.81899, 1.01917)  0.139
H (-0.79772, 1.01069, -0.31974)  0.091
H (-1.47516, -2.99263, 0.53721)  0.089
H (-2.32132, -1.80328, 1.60707)  0.097
H (0.82181, -0.68269, -0.81503)  0.075
H (-0.36981, -1.37207, -1.77622)  0.157
H (0.42073, -2.23173, -0.63077)  0.170
H (0.62042, 1.42142, -2.71769)  0.063
H (-0.86848, 1.73705, -2.75347)  0.074
O (-0.21015, 1.20101, -2.29115)  -0.041